# 1
10
Properties=species:S:1:pos:R:3 method="wB97M-V/def2-TZVPD" total_charge=-1 de_lowest_ev=2.900 gap_ha=0.2360 e_tot_ev=-8759.511 e_lumo_ev=3.9 homo_ev=-2.55
C 3.28369 -0.14631 -0.20285
C 2.27456 -0.91095 -0.16967
C 1.01342 -0.09167 0.22965
N -0.09483 -0.53036 0.01038
O -2.51445 0.34936 -0.40196
O 4.02815 0.78966 -0.10150
H -1.59989 -0.07004 -0.26726
H 2.11051 -1.91994 -0.47676
H 1.29118 0.86496 0.72949
H -2.44183 1.18784 0.05748

# 2
11
Properties=species:S:1:pos:R:3 method="wB97M-V/def2-TZVPD" de_lowest_ev=1.272 gap_ha=0.3840 e_tot_ev=-11693.464 e_lumo_ev=0.4 homo_ev=-10.05
C -0.96172 -0.44511 -0.08295
C -0.30648 0.92680 0.29418
C 1.03847 0.34954 -0.14150
C 0.45483 -0.99209 -0.17523
H -0.76133 1.90862 -0.12906
H -0.31547 0.92937 1.44226
H 1.16668 0.77293 -1.24523
H 1.97147 0.45050 0.48341
O 0.92063 -2.09621 -0.25530
F -1.45652 -1.26533 0.92283
F -1.75056 -0.53903 -1.11342

# 3
62
Properties=species:S:1:pos:R:3 method="wB97M-V/def2-TZVPD" total_charge=-2 de_lowest_ev=1.513 gap_ha=0.2131 e_tot_ev=-132514.423 e_lumo_ev=3.1 homo_ev=-2.75
Ti -1.24031 -0.00840 -0.13872
O -2.35632 -2.53491 -5.25937
C -3.41524 -1.80956 -4.95585
O -4.43710 -1.86161 -5.60298
C -3.30014 -0.92209 -3.77071
C -4.21160 0.03373 -3.36460
N -3.74518 0.57605 -2.22920
N -2.59452 0.03594 -1.87378
C -2.29740 -0.88046 -2.77819
C -0.98754 -1.56395 -2.54190
O -0.51451 -2.31065 -3.39258
O -0.46063 -1.23242 -1.42322
H -1.60273 -2.45460 -4.60030
H -5.12924 0.34691 -3.83041
H -4.11378 1.30447 -1.62687
O -3.29984 0.24812 2.02602
S -3.42928 -1.09711 1.53313
O -4.78339 -1.54669 1.33000
O -2.60904 -1.29750 0.28780
C -2.72146 -2.08926 2.83233
C -3.55993 -2.91137 3.56498
C -3.06729 -3.58634 4.67132
C -1.74237 -3.41778 5.04797
C -0.90521 -2.59107 4.31432
C -1.39424 -1.91205 3.20888
S -0.14980 -1.19463 2.11876
O -0.14946 -2.16595 1.04448
O 1.02866 -1.07386 2.91537
O -0.61248 0.13825 1.56922
H -4.58848 -2.99591 3.24185
H -3.71184 -4.24866 5.23437
H -1.34929 -3.94442 5.90762
H 0.13840 -2.46571 4.56675
S 0.06031 1.37211 -1.60921
C -0.46613 3.03824 -1.46904
C 0.21971 4.04366 -2.14741
C -0.19073 5.36215 -2.05459
C -1.29842 5.68257 -1.27950
C -1.98742 4.68548 -0.60944
C -1.58545 3.35301 -0.69298
S -2.44966 2.09647 0.19153
H 1.08697 3.76382 -2.73201
H 0.35780 6.13390 -2.57965
H -1.61639 6.71418 -1.19006
H -2.84864 4.92566 0.00266
N 2.17356 -0.55521 0.17441
C 3.54132 -0.29872 0.31718
C 4.07571 0.90769 -0.14241
C 5.42946 1.17618 -0.00157
C 6.26252 0.24293 0.59026
C 5.74030 -0.94782 1.06680
C 4.38825 -1.22321 0.93269
S 8.00302 0.60464 0.87086
O 8.07245 0.90253 2.30117
O 8.31075 1.74816 0.01499
O 8.71134 -0.61896 0.49868
H 1.90644 -1.52218 0.25144
H 1.76316 -0.08182 -0.61137
H 3.40484 1.62500 -0.60338
H 5.86228 2.10057 -0.36073
H 6.42049 -1.65215 1.52848
H 3.96475 -2.14538 1.31573

# 4
279
Properties=species:S:1:pos:R:3 method="wB97M-V/def2-TZVPD" de_lowest_ev=2.020 gap_ha=0.3012 e_tot_ev=-126750.343 e_lumo_ev=0.4 homo_ev=-7.75
C -6.07780 2.90259 5.34524
C -6.09462 1.49465 4.69696
C -4.66565 0.96632 4.45830
O -3.87085 1.89437 3.77457
C -4.24143 2.19768 2.46321
N -6.85587 0.53966 5.50731
H -5.66381 3.60072 4.61306
H -5.46141 2.94577 6.23907
H -7.12095 3.19604 5.46240
H -6.58312 1.50553 3.72037
H -4.74504 0.03300 3.88113
H -4.29330 0.56012 5.40315
H -4.54671 1.39974 1.76992
H -3.31468 2.51511 1.96900
H -4.98407 2.99845 2.43026
H -6.36550 0.07576 6.26153
H -7.62026 1.04667 5.93591
C 1.50802 1.97111 4.91537
C 0.85826 2.98437 5.85570
C 1.91300 3.81462 6.61160
O 2.62119 2.99331 7.51982
C 3.74206 3.61603 8.09176
N 0.04991 3.91400 5.03872
H 1.94754 2.41754 4.02952
H 0.71307 1.27107 4.63836
H 2.20582 1.31701 5.44122
H 0.13865 2.46722 6.49586
H 1.38665 4.53966 7.24402
H 2.60506 4.22575 5.87289
H 4.30359 2.82221 8.57882
H 3.49619 4.39351 8.82430
H 4.37613 4.11583 7.35094
H -0.43132 4.44650 5.76224
H -0.69052 3.52845 4.46593
C 0.83233 -6.52472 3.00052
C 2.24178 -6.07570 3.47056
C 3.24821 -5.87810 2.36796
O 4.33996 -5.14993 2.90039
C 5.31332 -4.79561 1.95796
N 2.02187 -4.91094 4.33866
H 0.02470 -6.10997 3.59545
H 0.79489 -7.61203 3.10533
H 0.63970 -6.34318 1.93795
H 2.49258 -6.93770 4.09420
H 2.84728 -5.30662 1.51871
H 3.55297 -6.83668 1.92861
H 5.01990 -3.95356 1.31935
H 5.48195 -5.61406 1.24298
H 6.25196 -4.62535 2.48011
H 1.56500 -4.17666 3.80419
H 2.96239 -4.57368 4.54285
C 0.14577 2.00470 -5.19010
O 1.05967 3.06549 -5.05216
C 0.96663 3.75680 -3.83017
C 1.93670 4.90688 -3.74939
N 3.29344 4.42772 -3.52657
C 4.30304 5.46369 -3.32652
C 4.87132 6.11409 -4.62369
O 3.77466 6.80281 -5.23147
C 4.10975 7.81850 -6.16390
H 0.41848 1.52400 -6.13092
H -0.85625 2.43086 -5.32028
H 0.15360 1.24018 -4.40952
H 1.21116 3.04239 -3.02939
H -0.04363 4.16069 -3.66663
H 1.52426 5.59685 -3.01121
H 1.79597 5.42689 -4.70701
H 3.59480 4.02461 -4.41134
H 5.21631 4.97680 -2.96355
H 3.96425 6.23821 -2.64101
H 5.23612 5.35935 -5.32749
H 5.67042 6.81713 -4.37512
H 5.18540 8.01547 -6.11528
H 3.55734 8.73131 -5.94731
H 3.89631 7.42166 -7.16078
C -6.00377 0.33132 -4.56946
O -5.97179 1.73405 -4.74789
C -4.68403 2.24870 -4.49819
C -4.63472 3.70171 -4.93301
N -3.24358 4.13788 -5.15222
C -3.09385 5.47797 -5.73073
C -3.23412 6.52674 -4.65627
O -2.16669 6.40774 -3.73888
C -1.60190 7.63389 -3.33919
H -5.36347 -0.05898 -5.36561
H -7.02551 -0.00923 -4.73444
H -5.69829 -0.00767 -3.57467
H -3.94324 1.65944 -5.05167
H -4.41646 2.23028 -3.43479
H -5.04712 4.28157 -4.10042
H -5.11184 3.89029 -5.89201
H -2.65610 4.10678 -4.32709
H -3.86410 5.63668 -6.48835
H -2.11206 5.49029 -6.20651
H -4.21741 6.43543 -4.17805
H -3.33103 7.53385 -5.08418
H -0.73944 7.38915 -2.71347
H -2.31799 8.20977 -2.75000
H -1.12343 8.10153 -4.20685
C 1.67334 8.07689 2.14944
C 0.78643 6.82307 2.20531
C -0.02235 6.73497 0.88904
C 0.77749 6.28026 -0.32393
C 1.55395 5.01347 0.00406
C 2.40335 5.02540 1.26220
N 1.59271 5.60022 2.36216
O 2.16646 5.52643 3.64295
C 2.76002 3.55832 1.62136
C 3.74596 5.73244 0.99897
C -0.29353 6.94419 3.29651
H 2.06096 8.49925 3.07762
H 1.16130 8.91805 1.66151
H 2.52888 8.01764 1.47528
H -0.89503 6.10497 1.07980
H -0.42320 7.74036 0.73560
H 1.43920 7.08800 -0.64971
H 0.01422 6.17137 -1.09739
H 2.21496 4.89031 -0.86272
H 0.86838 4.16495 -0.05907
H 1.90190 2.92278 1.40874
H 3.57325 3.23378 0.97188
H 3.05662 3.51436 2.66554
H 3.64816 6.70039 0.50579
H 4.30768 5.75425 1.93157
H 4.29925 5.18246 0.23125
H 0.09468 7.30327 4.24731
H -0.78374 5.97147 3.34232
H -1.07171 7.63447 2.96447
H 1.52540 4.92271 4.07470
C -3.72660 -2.47862 -4.15247
C -4.25208 -3.85237 -3.63730
C -3.09390 -4.57969 -2.92092
C -2.88693 -4.12653 -1.48085
C -4.16921 -4.33817 -0.71962
C -5.36386 -3.59532 -1.29856
N -5.42755 -3.77279 -2.75989
O -6.55932 -3.23331 -3.36950
C -6.65901 -4.21312 -0.71387
C -5.35623 -2.10919 -0.85360
C -4.59418 -4.62769 -4.91389
H -2.72524 -2.51958 -4.57984
H -3.63159 -1.89294 -3.23032
H -4.39927 -1.97471 -4.84093
H -3.18432 -5.67137 -2.96276
H -2.21142 -4.44665 -3.55547
H -2.62795 -3.06422 -1.54093
H -2.06361 -4.71447 -1.07235
H -3.96211 -4.03761 0.30835
H -4.37786 -5.41243 -0.70111
H -6.99760 -5.10214 -1.24584
H -6.46671 -4.40220 0.34265
H -7.51525 -3.54213 -0.80565
H -5.21343 -2.04669 0.22526
H -4.57846 -1.57791 -1.40469
H -6.29128 -1.57452 -1.03977
H -5.13941 -5.52160 -4.57777
H -3.78613 -4.96662 -5.55465
H -5.40679 -4.11869 -5.43581
H -6.47506 -2.26641 -3.29837
C 4.88148 0.49871 -1.75005
C 6.35362 0.13666 -1.91304
C 6.92401 0.84666 -3.17438
C 7.30634 2.29257 -2.88661
C 8.28716 2.32917 -1.69482
C 7.60949 1.82933 -0.38842
N 7.09674 0.48623 -0.69037
O 6.57166 -0.19000 0.41701
C 8.65810 1.79459 0.70487
C 6.46818 2.79830 -0.00706
C 6.61052 -1.37618 -2.16851
H 4.35991 -0.01018 -2.57235
H 4.72842 1.54651 -2.02616
H 4.36052 0.29474 -0.82008
H 7.66666 0.34650 -3.79125
H 6.03695 0.92134 -3.81535
H 6.49092 3.00265 -2.78288
H 7.88597 2.61662 -3.75801
H 8.57959 3.36110 -1.46721
H 9.25371 1.88699 -1.94341
H 9.33257 0.95002 0.58730
H 9.17369 2.75051 0.81604
H 8.12142 1.77857 1.66066
H 5.73006 2.22399 0.55269
H 6.78075 3.67107 0.57304
H 5.99458 3.27245 -0.86707
H 7.67107 -1.60007 -2.27455
H 6.24250 -1.64260 -3.16805
H 6.04051 -2.01782 -1.49661
H 7.19706 -0.89214 0.62756
C -1.39730 1.95360 -1.19102
C -0.77741 0.57486 -0.76223
C 0.71573 0.93606 -0.59512
C 1.44328 -0.16355 0.17785
C 0.75525 -0.17399 1.57408
C -0.66960 -0.61392 1.52561
N -1.38027 0.18307 0.51707
O -2.72628 -0.25568 0.34262
C -0.64865 -2.13751 1.29300
C -1.32798 -0.40071 2.91429
C -0.97500 -0.38695 -1.90255
H -2.35825 1.86461 -1.71028
H -0.75406 2.65243 -1.72028
H -1.77193 2.46528 -0.29670
H 1.19494 0.95233 -1.57563
H 0.91817 1.81937 0.00504
H 2.52784 -0.13622 0.26844
H 1.22377 -1.18482 -0.14825
H 0.89054 0.83566 1.98622
H 1.40324 -0.73216 2.25644
H -1.65959 -2.54783 1.19024
H -0.28286 -2.39176 0.29430
H -0.08684 -2.68314 2.04787
H -2.32740 -0.84881 2.92060
H -0.70958 -0.70211 3.75447
H -1.65159 0.64107 3.04019
H -2.03716 -0.52551 -2.14089
H -0.75112 -1.43722 -1.68020
H -0.51046 -0.04863 -2.82582
H -3.13319 0.26839 1.04231
C 1.55366 -4.31034 -1.08831
C 2.08146 -4.53174 -2.52136
C 3.59106 -4.32922 -2.37364
C 4.43091 -4.85912 -3.56091
C 3.68460 -5.86994 -4.42895
C 2.61612 -6.73055 -3.73030
N 1.68174 -5.77899 -3.14760
O 0.38409 -6.18428 -2.83085
C 1.88602 -7.55156 -4.76542
C 3.36496 -7.63871 -2.68233
C 1.62905 -3.33037 -3.39040
H 1.88295 -3.37402 -0.64049
H 1.95775 -5.13651 -0.49957
H 0.46330 -4.34415 -1.05367
H 3.82028 -3.28825 -2.13527
H 3.96656 -4.77287 -1.44026
H 5.46261 -5.12403 -3.32612
H 4.61528 -3.93169 -4.11672
H 4.44293 -6.52899 -4.85593
H 3.17300 -5.33124 -5.22918
H 2.61466 -8.19710 -5.26173
H 1.11144 -8.16965 -4.31123
H 1.41202 -6.97704 -5.56441
H 3.18937 -8.71065 -2.78744
H 4.44481 -7.47356 -2.70560
H 3.11453 -7.41008 -1.64303
H 1.60462 -2.38664 -2.84600
H 0.60487 -3.42094 -3.78439
H 2.14876 -3.34592 -4.35267
H -0.12450 -6.00551 -3.63338
C -4.18351 -2.71044 4.85612
C -4.86171 -3.86025 4.10503
C -3.89581 -4.40388 3.02366
C -2.97948 -5.57798 3.45764
C -3.72331 -6.57475 4.31095
C -4.58766 -5.98739 5.45877
N -5.44568 -4.96903 4.88577
O -6.29273 -4.39314 5.89157
C -5.49474 -7.20502 5.83578
C -3.75688 -5.64492 6.70303
C -6.01336 -3.27797 3.22210
H -4.91561 -2.22838 5.50646
H -3.78012 -2.00970 4.12808
H -3.37433 -3.02086 5.51754
H -4.44338 -4.87839 2.21113
H -3.18038 -3.61232 2.80486
H -2.22581 -5.12264 4.10722
H -2.63243 -6.08721 2.56032
H -3.05854 -7.28486 4.81380
H -4.35370 -7.26591 3.74544
H -6.12895 -7.51460 5.00801
H -4.89441 -7.99684 6.28411
H -6.19331 -6.91713 6.62752
H -3.35803 -4.63213 6.73094
H -4.29868 -5.69990 7.65023
H -3.00517 -6.43378 6.73181
H -6.66490 -4.03169 2.78307
H -5.69533 -2.53039 2.49707
H -6.67678 -2.72019 3.89957
H -7.01983 -4.06013 5.35336

# 5
87
Properties=species:S:1:pos:R:3 method="wB97M-V/def2-TZVPD" total_charge=+3 s_squared=2.0481 de_lowest_ev=0.314 spin_multiplicity=3 gap_ha="0.1902 / 0.1772" e_tot_ev=-48416.513 e_lumo_ev="-12.0 / -12.4" homo_ev="-17.21 / -17.19"
W 1.94495 -0.07650 -0.81653
C -3.59945 3.41706 2.10919
C -2.55386 3.04840 3.17578
C -3.10256 1.91820 4.06586
C -2.27900 4.27506 4.04595
C -1.29277 2.53156 2.48662
C -1.38277 1.52154 1.56664
C -0.20684 1.05132 0.93555
N -0.07543 0.20004 -0.08489
C -1.00684 -0.53447 -0.70611
C -2.36616 -0.77230 -0.35683
C -3.16146 -1.46542 -1.21253
C -2.60769 -1.92313 -2.42308
C -1.26662 -1.80259 -2.82151
C -0.48502 -1.14055 -1.89869
O 0.85706 -0.98242 -2.02761
C -0.72421 -2.37725 -4.13140
C 0.31579 -3.46576 -3.81704
C -1.84930 -3.00956 -4.95148
C -0.09637 -1.24654 -4.96356
C -4.61986 -1.77804 -0.84611
C -4.58638 -2.87426 0.23134
C -5.42930 -2.28129 -2.04157
C -5.30575 -0.52853 -0.27670
C 1.07259 1.62637 1.31713
O 2.10342 1.07895 0.63584
C 1.20496 2.67638 2.20119
C -0.01136 3.08082 2.77253
C 2.54694 3.32646 2.54363
C 2.36047 4.44394 3.56985
C 3.15894 3.93379 1.26764
C 3.48968 2.27136 3.14662
H -4.49160 3.80169 2.60205
H -3.91236 2.55907 1.51174
H -3.22612 4.19318 1.43877
H -3.99428 2.26749 4.58537
H -2.37429 1.61287 4.81937
H -3.38485 1.03892 3.48180
H -3.21785 4.61341 4.48106
H -1.87331 5.10739 3.46561
H -1.60825 4.05523 4.87949
H -2.35858 1.15122 1.29847
H -2.78192 -0.43549 0.57911
H -3.28435 -2.43494 -3.09041
H -0.12042 -4.27281 -3.22671
H 1.18511 -3.07543 -3.28619
H 0.67353 -3.89711 -4.75215
H -2.29400 -3.86824 -4.44514
H -1.43646 -3.36979 -5.89311
H -2.63297 -2.29178 -5.20017
H 0.72433 -0.75165 -4.44230
H -0.83938 -0.49589 -5.23548
H 0.30737 -1.66083 -5.88720
H -4.07400 -3.76905 -0.12656
H -5.60705 -3.15650 0.49051
H -4.09328 -2.52709 1.14229
H -5.08338 -3.25061 -2.40524
H -5.43120 -1.56489 -2.86677
H -6.46354 -2.42014 -1.73045
H -4.84677 -0.18421 0.65333
H -6.34220 -0.76613 -0.04025
H -5.30716 0.28909 -1.00056
H 0.02207 3.89723 3.47968
H 1.71938 5.24522 3.19666
H 3.33169 4.88792 3.78385
H 1.95827 4.07296 4.51490
H 2.50286 4.69067 0.83569
H 3.36862 3.17788 0.51063
H 4.10299 4.41792 1.51480
H 3.07663 1.84802 4.06369
H 4.43906 2.74358 3.39754
H 3.70461 1.46042 2.44906
N 8.19458 -3.67815 -0.39092
C 7.14386 -3.66767 -1.22525
O 6.95107 -4.41986 -2.15029
C 6.05204 -2.63873 -0.96058
C 5.42978 -2.10021 -2.08853
C 4.34811 -1.27597 -1.91440
N 3.84052 -1.00323 -0.68212
C 4.44380 -1.51828 0.41185
C 5.55411 -2.32414 0.30447
H 8.92303 -4.35739 -0.55941
H 8.37241 -2.95110 0.27973
H 5.79404 -2.34701 -3.07707
H 3.86094 -0.80182 -2.76489
H 4.00886 -1.26979 1.37152
H 6.00008 -2.72810 1.20339

# 6
16
Properties=species:S:1:pos:R:3 method="wB97M-V/def2-TZVPD" total_charge=+1 de_lowest_ev=2.257 gap_ha=0.2887 e_tot_ev=-6261.325 e_lumo_ev=-3.7 homo_ev=-11.56
C -0.24256 3.14630 1.39282
N -0.26214 1.75625 0.72107
H 0.04417 3.88441 0.52178
H -1.23158 3.22103 1.92494
H 0.56456 3.05951 2.22477
H -0.44374 0.96247 1.39944
H 0.62275 1.64834 0.15912
H -1.07043 1.47459 0.04177
C -0.55139 -1.22079 -0.09983
C -0.12308 -2.12746 -0.99844
N 1.11613 -2.27599 -1.36171
H 0.14357 -0.85987 0.61990
H -1.55804 -1.02152 0.03138
H -0.85476 -2.82224 -1.47081
H 1.50712 -2.99640 -1.89881
H 1.80053 -1.70049 -0.83630

# 7
25
Properties=species:S:1:pos:R:3 method="wB97M-V/def2-TZVPD" de_lowest_ev=2.436 gap_ha=0.3767 e_tot_ev=-10033.146 e_lumo_ev=0.9 homo_ev=-9.30
C 2.69754 0.76039 0.66413
C 1.96144 0.32870 -0.58188
C 0.52114 0.91634 -0.55137
C -0.30691 0.42395 -1.77757
C -1.83548 0.47178 -1.55379
C -2.22440 -0.10181 -0.24688
N 2.87525 0.67859 -1.70434
H 3.57475 0.12663 0.88910
H 2.15597 0.38959 1.70811
H 2.95529 1.76239 0.77430
H 1.94917 -0.70839 -0.49785
H 0.48064 1.94216 -0.76557
H 0.21484 0.70268 0.44534
H -0.20379 -0.69392 -1.80256
H 0.14865 1.00767 -2.62038
H -2.53317 -0.10738 -2.30945
H -2.00085 1.60973 -1.38701
H -1.79990 -1.07299 0.05399
H -2.00146 0.69673 0.50696
H -3.42234 -0.16432 -0.17509
H 2.41771 0.89413 -2.55817
H 3.31656 1.45475 -1.47548
H -3.51942 -3.20236 4.93824
H -2.71849 -4.42523 5.29775
O -2.70274 -3.68982 4.72945